(i)
C6H13N3 | ωB97M-V/def2-TZVPD

XYZ file:
```
22
Properties=species:S:1:pos:R:3
C -0.6704 -2.9738 -1.1830
C -1.3769 0.3003 0.1764
C -0.0324 2.2914 0.0374
C 1.5047 2.1333 0.4221
C 1.2701 0.6014 0.2245
C 1.3712 -0.4748 1.4246
H -1.4314 -3.1080 -2.0016
H 0.0061 -3.9529 -1.2112
H -1.7938 -3.0692 -0.1149
H -0.3982 -0.7970 -1.5418
H -2.1821 1.2444 0.3582
H 0.0234 2.7975 -0.9595
H -0.6554 2.9886 0.8064
H 2.3368 2.6336 -0.0930
H 1.8217 2.6147 1.4281
H 1.6496 0.0522 -0.7166
H 0.2937 -1.1034 0.7568
H 1.1366 0.1090 2.5496
H 2.5065 -1.3622 1.3289
N -0.4685 -1.4540 -0.7919
N -1.6370 -0.8965 -0.1234
N -0.1391 0.8770 -0.1135
```

Output
M (g/mol): 127.19
HOMO level (eV): -8.19
Total charge: 0


(ii)
C6H13N3 | ωB97M-V/def2-TZVPD

XYZ file:
```
22
Properties=species:S:1:pos:R:3
H -1.2428 -2.5109 1.3168
N -1.3581 -1.5238 1.0905
C -0.2739 -0.8711 1.1203
C 1.0894 -1.4426 1.3870
C -0.3159 0.5751 0.6803
C -1.5939 1.2833 1.0920
N 0.8689 1.2800 1.0285
H 1.0206 -2.4883 1.6840
H 1.7115 -1.3629 0.4952
H 1.5720 -0.8636 2.1726
H -0.2629 0.4810 -0.5562
H -1.5933 1.4302 2.1721
H -2.4572 0.6760 0.8385
H -1.6633 2.2642 0.6207
H 1.5899 1.1124 0.2776
H 0.6991 2.2806 1.0068
C 0.0273 -0.2435 -3.0210
C 0.8575 0.4138 -2.0208
N 1.8846 0.7476 -1.5737
H -0.4502 -1.1181 -2.5745
H 0.6352 -0.5620 -3.8677
H -0.7445 0.4426 -3.3693
```

Output
M (g/mol): 127.19
HOMO level (eV): -8.88
Total charge: 0


(iii)
C6H13N3 | ωB97M-V/def2-TZVPD

XYZ file:
```
22
Properties=species:S:1:pos:R:3
C 0.5341 2.3083 -0.1690
C 0.3800 0.8423 0.0540
C 1.2402 -0.1811 0.2134
N 2.5990 -0.3548 -0.0154
C 0.2157 -1.2350 0.5093
N 0.1364 -2.4232 -0.2925
C -0.8616 0.0130 0.2263
C -1.6954 -0.2342 -1.0262
N -1.6612 0.3522 1.3743
H 0.9804 2.7974 0.6990
H 1.1811 2.5038 -1.0268
H -0.4272 2.7787 -0.3686
H 3.1147 0.5102 -0.0972
H 3.0460 -1.0043 0.6172
H 0.1275 -1.4993 1.5643
H 0.3300 -2.2154 -1.2651
H 0.7822 -3.1331 0.0331
H -1.0542 -0.3810 -1.8912
H -2.3134 -1.1235 -0.9028
H -2.3501 0.6200 -1.2091
H -2.4432 -0.2805 1.4939
H -1.8609 1.3393 1.4790
```

Output
M (g/mol): 127.19
HOMO level (eV): -7.81
Total charge: 0


(iv)
C6H13N3 | ωB97M-V/def2-TZVPD

XYZ file:
```
22
Properties=species:S:1:pos:R:3
H -2.5491 -1.9909 -0.8669
N -1.5434 -1.8930 -1.0381
C -1.2292 -0.6465 -1.2014
C -2.2868 0.4225 -1.1015
N 0.0796 -0.3488 -1.4332
C 0.7631 0.8674 -1.0384
C 1.3481 0.6643 0.3587
C 2.6772 0.6692 0.5510
N 0.4574 0.4939 1.4213
C 0.4269 -0.7554 2.1755
H -2.4006 0.7193 -0.0555
H -2.0180 1.2947 -1.7012
H -3.2451 0.0371 -1.4612
H 0.6599 -1.1767 -1.3306
H 0.1031 1.7405 -1.0481
H 1.5585 1.0652 -1.7661
H 3.0952 0.5530 1.5457
H 3.3769 0.8085 -0.2657
H -0.4914 0.7172 1.1253
H -0.1552 -0.6107 3.0901
H 1.4295 -1.0908 2.4554
H -0.0564 -1.5401 1.5846
```

Output
M (g/mol): 127.19
HOMO level (eV): -8.27
Total charge: 0


Stability ranking, top and bottom: (iv) is the most stable and (i) is the least stable.


(i)
C6H13N3 | ωB97M-V/def2-TZVPD

XYZ file:
```
22
Properties=species:S:1:pos:R:3
H -2.3108 1.9297 -0.5763
N -1.9438 1.1815 0.0214
C -0.8998 0.6206 -0.4567
C -0.1633 1.1987 -1.6313
C -0.7580 -1.1483 0.0523
C -0.4999 -2.0125 -1.1387
N -1.4584 -1.4780 1.0500
H -1.0413 -1.6424 1.9632
H 0.7440 0.6559 -1.8973
H -0.7967 1.1597 -2.5222
H 0.0679 2.2469 -1.4200
H -1.2674 -1.8350 -1.8940
H 0.4812 -1.7875 -1.5575
H -0.5532 -3.0706 -0.8730
H 2.5447 -0.4593 -0.3998
N 2.2802 0.3519 0.1567
C 1.2749 0.1648 0.9284
C 0.9327 1.0409 2.0923
H 0.7747 -0.9134 0.9707
H 1.0893 2.0826 1.8080
H -0.1014 0.8901 2.3987
H 1.6043 0.8236 2.9253
```

Output
M (g/mol): 127.19
HOMO level (eV): -7.95
Total charge: 0


(ii)
C6H13N3 | ωB97M-V/def2-TZVPD

XYZ file:
```
22
Properties=species:S:1:pos:R:3
C -0.5444 -0.4186 -0.8286
C -1.7375 0.1087 -0.0232
C -0.4395 -1.9223 -0.8097
C 1.6663 0.0130 -0.6634
C -0.6289 0.6455 0.7794
N 1.7964 0.8828 -1.5577
N -0.2195 -0.0036 1.9001
C -0.2177 2.0761 0.6485
N 2.2369 -0.6235 0.2634
H -0.4965 0.0403 -1.8057
H 0.0809 2.3373 -0.3622
H 2.7410 0.9417 -1.9343
H -0.5199 -0.9600 2.0116
H 0.7581 0.1312 2.1357
H 1.8835 -1.5373 0.5080
H -2.3463 0.8556 -0.5229
H -2.3474 -0.6521 0.4640
H -1.3583 -2.3980 -1.1678
H -0.2461 -2.2942 0.2039
H 0.3761 -2.2709 -1.4452
H -1.0609 2.7214 0.9133
H 0.6236 2.3268 1.2929
```

Output
M (g/mol): 127.19
HOMO level (eV): -7.72
Total charge: 0


Stability ranking, top and bottom: (ii) is the most stable and (i) is the least stable.


(i)
CH3N2PS | ωB97M-V/def2-TZVPD

XYZ file:
```
8
Properties=species:S:1:pos:R:3
H -1.8030 -0.4204 -1.4101
N -1.3402 -0.7264 -0.6043
P -0.9340 -0.0591 0.7318
S -2.2347 1.5174 1.4218
H -2.2909 1.2143 2.7003
C 2.9858 -0.5129 -0.9511
N 2.6767 -0.1554 0.0627
H 2.9401 -0.8575 -1.9511
```

Output
M (g/mol): 106.09
HOMO level (eV): -9.31
Total charge: 0


(ii)
CH3N2PS | ωB97M-V/def2-TZVPD

XYZ file:
```
8
Properties=species:S:1:pos:R:3
H 0.9998 -1.3639 2.6763
N 0.3832 -1.3212 1.9011
P 0.6277 -1.0088 0.4223
C -1.0237 -1.1873 -0.3063
N -1.9186 -1.1692 -1.0445
S -0.2873 2.1509 -1.4594
H 0.5521 2.6072 -0.4060
H 0.6667 1.2923 -1.7835
```

Output
M (g/mol): 106.09
HOMO level (eV): -9.90
Total charge: 0


Stability ranking, top and bottom: (i) is the most stable and (ii) is the least stable.


(i)
CH3N3O3 | ωB97M-V/def2-TZVPD

XYZ file:
```
10
Properties=species:S:1:pos:R:3
O 2.0236 -1.1553 -0.1296
C 1.0893 -1.0668 -0.8792
N -0.0211 -0.3085 -0.5800
N 0.0205 0.4672 0.6435
N -1.0732 1.2068 0.8843
O -1.8582 1.2836 -0.0333
O -1.1384 1.6201 2.0246
H 1.0479 -1.7270 -1.8493
H -0.8377 -0.3206 -1.3512
H 0.7472 0.0005 1.2702
```

Output
M (g/mol): 105.05
HOMO level (eV): -10.02
Total charge: 0


(ii)
CH3N3O3 | ωB97M-V/def2-TZVPD

XYZ file:
```
10
Properties=species:S:1:pos:R:3
O 1.4112 1.2351 -0.4714
C 1.1223 0.1967 0.0107
N 0.0091 -0.2779 0.5299
N -1.3988 0.6427 0.7883
N -2.4110 0.2318 0.0072
O -2.2961 -0.8428 -0.4656
O -3.3569 1.0182 -0.0910
H 1.6754 -0.8229 -0.0267
H -0.1345 -1.2793 0.7651
H -1.2519 1.6354 0.7972
```

Output
M (g/mol): 105.05
HOMO level (eV): -10.91
Total charge: 0


Stability ranking, top and bottom: (i) is the most stable and (ii) is the least stable.


(i)
C4H4Br4 | ωB97M-V/def2-TZVPD

XYZ file:
```
12
Properties=species:S:1:pos:R:3
C -0.7178 0.9580 0.0015
C -1.6597 -0.0597 -0.0854
C -2.9816 0.2077 0.0088
C 0.6030 0.8948 -0.0502
Br 6.0470 -2.5292 -0.1181
Br -3.9521 -1.3272 0.0104
Br 1.5375 -0.8511 -0.1188
Br 1.9328 2.2504 -0.1159
H -1.1055 1.9880 0.1539
H 5.2334 -1.6468 0.3815
H -1.4944 -1.0611 0.0050
H -3.4426 1.1762 -0.0727
```

Output
M (g/mol): 371.69
HOMO level (eV): -8.78
Total charge: 0


(ii)
C4H4Br4 | ωB97M-V/def2-TZVPD

XYZ file:
```
12
Properties=species:S:1:pos:R:3
Br 1.0592 -0.3507 2.7666
C -0.3010 0.1630 1.5872
C -0.5115 -0.2590 0.2880
C 0.1123 -1.1972 -0.6982
Br 1.6535 -2.1207 -0.0247
C -0.2294 -1.5137 -2.0079
Br 0.7272 -2.6918 -3.0791
H -0.9753 0.8874 2.0080
H -1.3687 0.2323 -0.1628
H -1.0951 -1.0682 -2.4684
Br -0.1873 3.7541 0.7481
H 1.1161 4.1644 1.0431
```

Output
M (g/mol): 371.69
HOMO level (eV): -8.68
Total charge: 0


Stability ranking, top and bottom: (ii) is the most stable and (i) is the least stable.


(i)
C3H5ClN2OS | ωB97M-V/def2-TZVPD

XYZ file:
```
13
Properties=species:S:1:pos:R:3
C -0.4423 0.4372 2.2113
C -0.3350 -0.0992 0.1173
C 1.2180 -0.8685 -1.5588
N -0.0005 -0.3319 1.3607
N -1.4519 1.4404 0.0175
O 0.7213 0.0980 -0.7199
S -1.4146 1.8407 1.6735
Cl -1.5248 -1.2338 -0.6562
H -0.1523 0.3486 3.2363
H 0.5442 -1.5397 -2.0017
H 1.7353 -1.4766 -0.8147
H 2.0068 -0.6787 -2.3556
H -0.9042 2.0637 -0.5096
```

Output
M (g/mol): 152.61
HOMO level (eV): -8.80
Total charge: 0


(ii)
C3H5ClN2OS | ωB97M-V/def2-TZVPD

XYZ file:
```
13
Properties=species:S:1:pos:R:3
C 0.6701 -0.9272 -0.9704
N -0.7658 -0.5199 -0.8196
C -1.3730 0.2466 -1.6250
C -0.8407 0.9779 -2.7124
N -0.4133 1.6833 -3.5194
H 0.9056 -1.3586 0.0103
H 0.7080 -1.6309 -1.7842
H 1.4941 -0.1973 -1.2800
H -2.5573 0.5062 -1.5151
O -0.0739 -0.5105 3.6037
S 0.4326 0.7942 2.7061
Cl 2.2915 1.1299 3.3676
H -0.4779 -0.1935 4.5385
```

Output
M (g/mol): 152.61
HOMO level (eV): -9.21
Total charge: 0


Stability ranking, top and bottom: (ii) is the most stable and (i) is the least stable.


(i)
CH2F3NS | ωB97M-V/def2-TZVPD

XYZ file:
```
8
Properties=species:S:1:pos:R:3
C 0.7132 0.4451 -1.2160
S -0.0895 -0.0211 0.1720
F 0.6732 -0.5651 1.5674
F -0.1575 1.3967 1.0217
N -1.5113 -0.5067 0.1163
F -2.0945 -1.2635 1.1501
H 1.6655 0.8741 -1.0107
H 0.8010 -0.3595 -1.8009
```

Output
M (g/mol): 117.09
HOMO level (eV): -10.45
Total charge: 0


(ii)
CH2F3NS | ωB97M-V/def2-TZVPD

XYZ file:
```
8
Properties=species:S:1:pos:R:3
C -2.1064 -0.0771 0.0425
N -0.9086 -0.0600 0.4017
F 2.1194 0.2612 -1.0560
F 2.4322 1.7152 0.6214
F 1.6736 -1.5740 0.0370
S 2.1152 0.0390 0.4761
H -2.2822 -0.8268 -0.7561
H -3.0432 0.5225 0.2335
```

Output
M (g/mol): 117.09
HOMO level (spin up / spin down) (eV): -10.51 / -10.12
Total charge: 0


(iii)
CH2F3NS | ωB97M-V/def2-TZVPD

XYZ file:
```
8
Properties=species:S:1:pos:R:3
C 1.3676 -0.2458 0.2017
S -0.2122 0.1204 0.1436
F -0.4263 1.3537 1.2792
F -1.1334 1.3039 -1.0282
N -1.0208 -1.1618 0.1436
F -2.2342 -1.0334 -0.4143
H 2.1002 0.5765 0.2188
H 1.5591 -0.9136 -0.5443
```

Output
M (g/mol): 117.09
HOMO level (spin up / spin down) (eV): -10.61 / -10.61
Total charge: 0


Stability ranking, top and bottom: (ii) is the most stable and (iii) is the least stable.